1 | The following is a quantum chemistry calculation of a 2-piece molecular cluster, H4O2 overall, from OMol25.

```
! wB97M-V def2-TZVPD RIJCOSX def2/J DEFGRID3
* xyz 0 1
H 0.7866 -0.6525 0.9320
H -0.8114 -0.7905 1.0572
H -0.8507 0.5623 -1.7025
H 0.4848 1.2255 -1.0336
O 0.0307 -0.4298 1.5101
O 0.0182 0.3867 -1.4168
*
```

* E_HOMO: -0.4055 Eh
* HOMO-LUMO gap: 11.8 eV
* structure (SMILES): O.O

Population analysis type Löwdin, resulting atomic charges in e: number 1, H, carries 0.0265; number 2, H, carries 0.0753; number 3, H, carries -0.0013; number 4, H, carries 0.1053; number 5, O, carries -0.1202; number 6, O, carries -0.0855

2 | The following is a quantum chemistry calculation of a 2-piece molecular cluster, H4O2 overall, from OMol25.

```
! wB97M-V def2-TZVPD RIJCOSX def2/J DEFGRID3
* xyz 0 1
O 0.2222 0.3603 1.7951
H 0.4918 0.1494 0.8926
H -0.7129 0.1399 1.8120
O -0.0277 -0.1568 -1.1154
H -0.1094 0.4965 -1.8161
H 0.1360 -0.9894 -1.5682
*
```

* E_HOMO: -0.4005 Eh
* HOMO-LUMO gap: 11.5 eV
* structure (SMILES): O.O

Population analysis type Löwdin, resulting atomic charges in e: number 1, O, carries -0.0718; number 2, H, carries -0.0089; number 3, H, carries 0.0266; number 4, O, carries -0.0437; number 5, H, carries 0.0492; number 6, H, carries 0.0487

Stability summary - winner: 2; margin: 0.0144 hartree.

1 | The following is a quantum chemistry calculation of a 2-piece molecular cluster, H4O2 overall, from OMol25.

```
! wB97M-V def2-TZVPD RIJCOSX def2/J DEFGRID3
* xyz 0 1
O -1.5740 0.1839 0.0751
H -1.7092 -0.0067 -0.8504
O 0.9071 0.0513 0.1974
H 1.5161 0.1311 -0.5493
H -0.6495 0.1020 0.3685
H 1.5094 -0.4616 0.7587
*
```

* E_HOMO: -0.3814 Eh
* HOMO-LUMO gap: 10.8 eV
* structure (SMILES): O.O

Population analysis type Löwdin, resulting atomic charges in e: number 1, O, carries -0.0930; number 2, H, carries 0.0165; number 3, O, carries -0.0361; number 4, H, carries 0.0763; number 5, H, carries -0.0418; number 6, H, carries 0.0781

2 | The following is a quantum chemistry calculation of a 2-piece molecular cluster, H4O2 overall, from OMol25.

```
! wB97M-V def2-TZVPD RIJCOSX def2/J DEFGRID3
* xyz 0 1
H -1.2718 0.8117 -0.2511
H -2.1262 -0.3710 -0.1833
H 1.4697 -0.9291 0.0413
H 1.2672 0.5968 0.3552
O -1.2229 -0.0930 0.0696
O 1.8841 -0.0154 -0.0317
*
```

* E_HOMO: -0.4085 Eh
* HOMO-LUMO gap: 11.8 eV
* structure (SMILES): O.O

Population analysis type Löwdin, resulting atomic charges in e: number 1, H, carries 0.0343; number 2, H, carries 0.0525; number 3, H, carries 0.0673; number 4, H, carries -0.0015; number 5, O, carries -0.0658; number 6, O, carries -0.0869

3 | The following is a quantum chemistry calculation of a 2-piece molecular cluster, H4O2 overall, from OMol25.

```
! wB97M-V def2-TZVPD RIJCOSX def2/J DEFGRID3
* xyz 0 1
H -1.3240 -0.8491 0.2760
H -1.5805 0.6236 -0.0808
H 1.7528 0.6616 0.2394
H 0.5636 -0.2267 -0.0755
O -0.9611 -0.0559 -0.1889
O 1.5490 -0.1535 -0.1702
*
```

* E_HOMO: -0.3821 Eh
* HOMO-LUMO gap: 10.9 eV
* structure (SMILES): O.O

Population analysis type Löwdin, resulting atomic charges in e: number 1, H, carries 0.1050; number 2, H, carries 0.0399; number 3, H, carries -0.0057; number 4, H, carries -0.0388; number 5, O, carries -0.0120; number 6, O, carries -0.0884

Stability summary - winner: 2; margin: 0.0044 hartree.

1 | The following is a quantum chemistry calculation of a 2-piece molecular cluster, H4O2 overall, from OMol25.

```
! wB97M-V def2-TZVPD RIJCOSX def2/J DEFGRID3
* xyz 0 1
H 0.7692 -1.3337 0.7798
H 1.3478 -0.6329 -0.5173
H -0.7587 0.6294 -0.5726
H -1.5168 1.3479 0.5614
O 1.5312 -1.3332 0.1187
O -1.3726 1.3225 -0.3699
*
```

* E_HOMO: -0.4373 Eh
* HOMO-LUMO gap: 12.3 eV
* structure (SMILES): O.O

Population analysis type Löwdin, resulting atomic charges in e: number 1, H, carries 0.0701; number 2, H, carries 0.0170; number 3, H, carries 0.0020; number 4, H, carries 0.0215; number 5, O, carries -0.0832; number 6, O, carries -0.0274

2 | The following is a quantum chemistry calculation of a 2-piece molecular cluster, H4O2 overall, from OMol25.

```
! wB97M-V def2-TZVPD RIJCOSX def2/J DEFGRID3
* xyz 0 1
H 0.0093 1.1032 -0.1162
H 1.1237 1.8860 -0.5859
H -0.0314 -1.5970 -0.0774
H -1.0547 -0.7941 0.9807
O 0.3521 1.4145 -0.9251
O -0.3579 -1.4892 0.9000
*
```

* E_HOMO: -0.4275 Eh
* HOMO-LUMO gap: 12.3 eV
* structure (SMILES): O.O

Population analysis type Löwdin, resulting atomic charges in e: number 1, H, carries -0.0172; number 2, H, carries 0.0460; number 3, H, carries 0.0954; number 4, H, carries 0.0391; number 5, O, carries -0.0399; number 6, O, carries -0.1234

Stability summary - winner: 1; margin: 0.0026 hartree.